Record 1
{
  "formula": "C5H12FLuO2",
  "method": "ωB97M-V/def2-TZVPD",
  "elements": ["F", "C", "O", "C", "C", "H", "H", "H", "H", "H", "H", "H", "C", "O", "C", "H", "H", "H", "H", "H", "Lu"],
  "positions_angstrom": [[3.057, 0.732, -0.351], [-0.441, 0.045, 1.213], [0.623, 0.024, 0.253], [1.639, -0.974, 0.435], [2.730, -0.648, -0.544], [-0.289, 2.287, 0.664], [-0.256, -0.668, 2.029], [-0.378, 0.972, 1.788], [1.213, -1.960, 0.208], [2.011, -0.962, 1.468], [2.410, -0.740, -1.586], [3.640, -1.221, -0.344], [-2.544, 0.867, -1.218], [-1.557, -0.137, -1.088], [-1.442, -0.728, 0.161], [-3.419, 0.403, -1.688], [-2.830, 1.277, -0.236], [-2.186, 1.701, -1.842], [-1.172, -1.783, 0.028], [-2.423, -0.751, 0.667], [1.611, 2.264, -0.018]],
  "lowdin_charge": [-0.218, -0.158, -0.398, -0.141, -0.052, -0.062, 0.134, 0.055, 0.166, 0.153, 0.156, 0.162, -0.082, -0.195, -0.166, 0.109, 0.096, 0.090, 0.142, 0.136, 2.071],
  "mol_weight_da": 298.114,
  "charge": 2,
  "relative_energy_kj_mol": 205.8,
  "orbital_gap_ev": 5.75,
  "e_lumo_ev": -10.50
}

Record 2
{
  "formula": "C30H23F15GeO3STi",
  "method": "ωB97M-V/def2-TZVPD",
  "elements": ["Ti", "C", "O", "C", "C", "O", "C", "C", "O", "C", "H", "H", "H", "H", "H", "H", "H", "H", "H", "H", "H", "H", "H", "H", "C", "C", "C", "C", "C", "C", "H", "H", "H", "H", "H", "H", "H", "H", "H", "F", "C", "C", "C", "F", "C", "F", "C", "F", "C", "F", "Ge", "S", "C", "C", "F", "C", "F", "C", "F", "C", "F", "C", "F", "C", "C", "F", "C", "F", "C", "F", "C", "F", "C", "F"],
  "positions_angstrom": [[-0.881, 1.139, 0.263], [0.228, 3.205, -2.288], [-0.907, 2.873, -1.478], [-1.761, 3.989, -1.263], [-2.235, 3.918, 0.173], [-2.539, 2.572, 0.539], [-3.812, 2.036, 0.181], [-3.724, 1.339, -1.155], [-2.515, 0.582, -1.175], [-2.407, -0.160, -2.393], [0.830, 3.962, -1.782], [-0.115, 3.572, -3.260], [0.825, 2.314, -2.417], [-2.582, 3.967, -1.988], [-1.211, 4.924, -1.409], [-3.112, 4.549, 0.347], [-1.437, 4.214, 0.855], [-4.559, 2.833, 0.156], [-4.048, 1.324, 0.974], [-3.711, 2.032, -2.003], [-4.576, 0.660, -1.273], [-3.236, -0.868, -2.462], [-1.464, -0.690, -2.372], [-2.426, 0.535, -3.238], [4.346, 1.413, 0.160], [3.555, 2.579, 0.769], [3.858, 3.870, 0.002], [3.944, 2.745, 2.244], [2.116, 2.280, 0.681], [0.923, 2.032, 0.681], [5.417, 1.589, 0.273], [4.126, 1.309, -0.903], [4.093, 0.477, 0.660], [4.923, 4.107, 0.067], [3.295, 4.707, 0.416], [3.597, 3.767, -1.053], [5.012, 2.955, 2.324], [3.723, 1.837, 2.804], [3.391, 3.568, 2.698], [-3.535, -2.128, 1.649], [-3.300, -2.702, 0.465], [-2.061, -2.584, -0.153], [-1.944, -3.256, -1.356], [-0.811, -3.204, -2.079], [-2.972, -3.990, -1.929], [-2.799, -4.602, -3.101], [-4.190, -4.073, -1.282], [-5.190, -4.766, -1.818], [-4.356, -3.424, -0.069], [-5.519, -3.505, 0.573], [-0.649, -1.473, 0.677], [-1.582, 0.243, 2.205], [0.049, -2.487, 2.226], [-0.488, -3.643, 2.750], [-1.558, -4.234, 2.182], [0.027, -4.278, 3.871], [-0.531, -5.396, 4.337], [1.136, -3.744, 4.502], [1.650, -4.336, 5.578], [1.710, -2.589, 3.999], [2.787, -2.070, 4.592], [1.160, -1.990, 2.879], [1.775, -0.885, 2.423], [1.011, -1.716, -0.513], [1.926, -2.753, -0.494], [1.728, -3.835, 0.273], [3.073, -2.764, -1.274], [3.930, -3.781, -1.218], [3.331, -1.709, -2.136], [4.428, -1.706, -2.887], [2.428, -0.663, -2.212], [2.644, 0.361, -3.042], [1.312, -0.716, -1.403], [0.436, 0.346, -1.571]],
  "lowdin_charge": [0.491, -0.051, -0.271, -0.168, -0.127, -0.297, -0.145, -0.158, -0.308, -0.038, 0.097, 0.103, 0.071, 0.129, 0.136, 0.140, 0.142, 0.142, 0.118, 0.127, 0.145, 0.105, 0.079, 0.111, -0.044, -0.627, -0.057, -0.048, -0.117, -0.089, 0.088, 0.073, 0.086, 0.084, 0.084, 0.077, 0.084, 0.086, 0.086, 0.069, -0.244, -0.140, -0.232, 0.091, -0.147, 0.124, -0.135, 0.136, -0.140, 0.128, 0.812, 0.309, -0.177, -0.204, 0.092, -0.138, 0.123, -0.132, 0.131, -0.135, 0.122, -0.241, 0.077, -0.116, -0.209, 0.107, -0.132, 0.131, -0.132, 0.136, -0.151, 0.116, -0.202, -0.038],
  "mol_weight_da": 869.025,
  "orbital_gap_ev": [7.00, 6.43],
  "e_lumo_ev": [-0.37, -0.19]
}

Record 3
{
  "formula": "C32H20NO3PS6Ta",
  "method": "ωB97M-V/def2-TZVPD",
  "elements": ["Ta", "S", "C", "S", "C", "C", "S", "S", "S", "C", "C", "C", "C", "C", "C", "P", "C", "C", "C", "C", "C", "C", "C", "C", "C", "C", "C", "C", "C", "C", "C", "C", "H", "H", "H", "H", "H", "H", "H", "H", "H", "H", "H", "H", "H", "H", "H", "H", "O", "S", "O", "N", "C", "O", "C", "C", "C", "C", "C", "C", "H", "H", "H", "H"],
  "positions_angstrom": [[0.121, 0.558, 0.160], [-2.014, -3.751, 5.778], [-1.459, -2.831, 4.567], [-1.371, -3.369, 2.909], [-0.775, -1.881, 2.229], [-0.583, -0.872, 3.086], [-0.026, 0.694, 2.578], [-0.944, -1.179, 4.767], [-0.455, -1.799, 0.517], [2.471, -0.234, -5.909], [2.910, 0.289, -4.701], [2.048, 0.340, -3.616], [0.746, -0.137, -3.734], [0.310, -0.666, -4.950], [1.171, -0.707, -6.033], [-0.422, -0.067, -2.365], [-1.449, -1.540, -2.551], [-0.803, -2.774, -2.643], [-1.547, -3.940, -2.712], [-2.935, -3.878, -2.684], [-3.577, -2.651, -2.593], [-2.837, -1.479, -2.524], [-1.483, 1.358, -2.606], [-1.671, 1.993, -3.806], [-2.700, 2.949, -3.927], [-3.542, 3.187, -2.875], [-3.364, 2.538, -1.628], [-4.251, 2.708, -0.537], [-4.042, 2.034, 0.631], [-2.887, 1.235, 0.811], [-1.969, 1.065, -0.201], [-2.267, 1.667, -1.466], [3.144, -0.277, -6.755], [3.924, 0.654, -4.598], [2.404, 0.757, -2.687], [-0.698, -1.052, -5.045], [0.830, -1.117, -6.975], [0.281, -2.824, -2.663], [-1.046, -4.897, -2.785], [-3.518, -4.789, -2.733], [-4.658, -2.605, -2.576], [-3.344, -0.525, -2.450], [-1.059, 1.743, -4.665], [-2.844, 3.461, -4.869], [-4.369, 3.880, -2.986], [-5.106, 3.364, -0.650], [-4.739, 2.145, 1.453], [-2.719, 0.789, 1.782], [4.103, 0.916, -0.892], [3.041, 1.009, 0.043], [2.394, -0.231, 0.496], [1.682, 1.795, -0.511], [1.275, 2.739, 0.423], [0.054, 2.935, 0.510], [2.337, 3.094, 1.388], [2.338, 4.094, 2.340], [3.414, 4.140, 3.220], [4.436, 3.197, 3.158], [4.429, 2.176, 2.213], [3.367, 2.154, 1.338], [1.526, 4.808, 2.390], [3.455, 4.917, 3.971], [5.255, 3.252, 3.863], [5.217, 1.436, 2.177]],
  "lowdin_charge": [1.342, 0.617, -1.492, 0.929, -1.087, -1.094, 0.677, 0.920, 0.635, -0.056, -0.054, -0.077, -0.355, -0.089, -0.056, 1.016, -0.412, -0.133, -0.062, -0.059, -0.055, -0.063, -0.322, -0.041, -0.047, -0.001, -0.157, -0.007, -0.047, -0.098, -0.305, -0.240, 0.114, 0.115, 0.058, 0.116, 0.114, 0.116, 0.114, 0.112, 0.112, 0.110, 0.110, 0.113, 0.123, 0.122, 0.114, 0.080, -0.216, 0.680, -0.394, -0.185, -0.524, 0.012, -0.150, 0.032, -0.017, -0.020, 0.001, -0.215, 0.139, 0.123, 0.124, 0.136],
  "mol_weight_da": 870.840,
  "charge": 1,
  "relative_energy_kj_mol": 67.6,
  "orbital_gap_ev": 5.39,
  "e_lumo_ev": -4.62
}

Record 4
{
  "formula": "C12H36BrN3O3",
  "method": "ωB97M-V/def2-TZVPD",
  "elements": ["C", "C", "C", "O", "C", "N", "H", "H", "H", "H", "H", "H", "H", "H", "H", "H", "H", "H", "C", "C", "C", "O", "C", "N", "H", "H", "H", "H", "H", "H", "H", "H", "H", "H", "H", "H", "C", "C", "C", "O", "C", "N", "H", "H", "H", "H", "H", "H", "H", "H", "H", "H", "H", "H", "Br"],
  "positions_angstrom": [[-5.057, -2.452, 0.927], [-4.799, -1.477, 2.147], [-4.173, -2.169, 3.423], [-3.748, -1.237, 4.467], [-3.295, -1.991, 5.600], [-3.922, -0.254, 1.652], [-3.847, 0.464, 2.358], [-3.002, -0.585, 1.397], [-4.411, 0.231, 0.913], [-5.969, -3.036, 1.051], [-4.297, -3.190, 0.670], [-5.198, -2.014, -0.061], [-5.695, -0.885, 2.334], [-3.467, -2.857, 2.957], [-4.878, -2.921, 3.776], [-3.495, -1.370, 6.474], [-2.272, -2.365, 5.619], [-3.931, -2.780, 6.001], [3.163, 6.392, -1.286], [2.563, 6.605, -2.615], [3.150, 7.889, -3.200], [2.208, 8.404, -4.137], [2.617, 9.754, -4.531], [2.865, 5.413, -3.583], [3.728, 5.534, -4.093], [2.898, 4.585, -3.006], [2.164, 5.227, -4.286], [2.817, 5.505, -0.754], [2.832, 7.114, -0.539], [4.227, 6.606, -1.183], [1.476, 6.680, -2.636], [4.212, 7.716, -3.369], [3.283, 8.592, -2.378], [2.004, 10.011, -5.395], [3.672, 9.936, -4.736], [2.350, 10.239, -3.592], [1.243, -7.518, -1.214], [0.893, -6.200, -0.421], [1.434, -5.906, 1.017], [1.013, -4.542, 1.361], [1.265, -4.164, 2.702], [1.237, -4.985, -1.292], [2.198, -4.755, -1.503], [0.625, -4.885, -2.089], [0.970, -4.177, -0.747], [1.013, -7.477, -2.279], [0.714, -8.430, -0.937], [2.307, -7.748, -1.263], [-0.178, -5.997, -0.406], [2.517, -6.027, 0.989], [1.048, -6.697, 1.660], [0.678, -4.875, 3.283], [0.978, -3.159, 3.012], [2.327, -4.318, 2.890], [0.946, 0.551, -1.149]],
  "lowdin_charge": [-0.032, -0.213, -0.159, -0.155, -0.103, 0.236, 0.158, 0.165, 0.162, 0.092, 0.080, 0.083, 0.144, 0.120, 0.134, 0.096, 0.095, 0.092, -0.057, -0.281, -0.228, -0.175, -0.042, 0.257, 0.164, 0.160, 0.168, 0.102, 0.106, 0.106, 0.164, 0.138, 0.129, 0.098, 0.094, 0.094, -0.015, -0.241, -0.127, -0.220, -0.075, 0.217, 0.177, 0.170, 0.141, 0.080, 0.091, 0.087, 0.146, 0.135, 0.139, 0.089, 0.099, 0.097, -0.982],
  "mol_weight_da": 350.342,
  "charge": 2,
  "relative_energy_kj_mol": 440.1,
  "orbital_gap_ev": 6.03,
  "e_lumo_ev": -4.31
}

Record 5
{
  "formula": "C19H25BrN2O5PSnTe",
  "method": "ωB97M-V/def2-TZVPD",
  "elements": ["Sn", "C", "N", "C", "C", "C", "C", "C", "C", "C", "C", "H", "H", "H", "H", "H", "H", "H", "H", "H", "H", "H", "H", "Br", "C", "C", "C", "C", "C", "N", "C", "O", "O", "H", "H", "H", "C", "C", "O", "P", "O", "Te", "O", "C", "C", "H", "H", "H", "H", "H", "H", "H", "H", "H", "H"],
  "positions_angstrom": [[0.325, 0.516, -0.395], [-0.623, 1.026, -2.247], [-1.175, 2.937, -0.606], [0.956, 3.881, -1.538], [-1.947, 2.619, 0.584], [-2.308, 1.166, 0.864], [-3.565, 0.905, 1.408], [-3.958, -0.374, 1.772], [-3.093, -1.441, 1.589], [-1.839, -1.211, 1.037], [-1.447, 0.074, 0.668], [-2.508, 1.764, -1.635], [-1.755, -0.756, -2.180], [0.099, 1.343, -3.001], [0.454, 4.754, -1.957], [1.045, 3.116, -2.312], [1.956, 4.167, -1.218], [-2.888, 3.185, 0.600], [-1.343, 3.009, 1.409], [-4.245, 1.738, 1.557], [-4.940, -0.533, 2.200], [-3.390, -2.445, 1.867], [-1.151, -2.036, 0.908], [-2.921, -1.464, -4.595], [-2.159, 0.165, -3.916], [-2.386, 1.298, -4.607], [-2.081, 2.676, -4.223], [-1.727, 3.131, -3.017], [-1.536, 2.234, -1.831], [-1.376, -0.070, -2.821], [0.215, 3.450, -0.267], [0.216, 4.279, 0.677], [1.072, 2.153, 0.226], [-2.903, 1.172, -5.548], [-2.203, 3.399, -5.022], [-1.534, 4.187, -2.874], [4.443, -1.114, 3.892], [3.152, -0.786, 3.181], [3.299, -1.087, 1.775], [2.395, -2.173, 1.065], [1.106, -2.452, 1.729], [2.172, -1.368, -1.213], [3.380, -3.433, 1.020], [2.850, -4.688, 0.546], [2.244, -5.486, 1.678], [4.342, -0.904, 4.959], [5.265, -0.517, 3.498], [4.692, -2.168, 3.767], [2.915, 0.277, 3.234], [2.308, -1.346, 3.583], [3.697, -5.207, 0.099], [2.117, -4.496, -0.243], [2.970, -5.612, 2.481], [1.952, -6.474, 1.316], [1.368, -4.978, 2.076]],
  "lowdin_charge": [0.958, -0.353, -0.071, -0.021, -0.146, -0.221, -0.055, -0.099, -0.102, -0.125, -0.229, 0.156, 0.092, 0.098, 0.072, 0.058, 0.081, 0.117, 0.126, 0.104, 0.094, 0.094, 0.073, 0.681, -0.730, -0.159, -0.118, -0.059, -0.307, -0.087, -0.735, -0.095, -0.400, 0.071, 0.090, 0.101, -0.076, -0.254, -0.285, 0.101, -0.336, 0.677, -0.283, -0.295, -0.082, 0.075, 0.077, 0.074, 0.126, 0.107, 0.115, 0.091, 0.077, 0.075, 0.065],
  "mol_weight_da": 718.607,
  "charge": -1,
  "relative_energy_kj_mol": 75.9,
  "orbital_gap_ev": 6.78,
  "e_lumo_ev": 2.21
}

Record 6
{
  "formula": "C4H7BrCl2OS",
  "method": "ωB97M-V/def2-TZVPD",
  "elements": ["C", "C", "C", "C", "O", "S", "Cl", "Cl", "Br", "H", "H", "H", "H", "H", "H", "H"],
  "positions_angstrom": [[1.420, -1.936, 0.104], [-0.270, 0.955, 0.587], [-1.145, 2.239, 0.773], [0.284, -1.266, -1.058], [-2.054, 0.088, -1.403], [-1.250, -0.487, -0.362], [-0.200, 3.549, 1.526], [1.355, -0.299, -2.041], [-0.434, -2.856, -2.081], [1.816, -2.952, -0.110], [2.319, -1.291, 0.169], [1.124, -2.095, 1.172], [0.595, 1.091, -0.033], [0.075, 0.438, 1.492], [-2.109, 2.033, 1.333], [-1.525, 2.790, -0.069]],
  "lowdin_charge": [-0.167, -0.325, -0.631, -1.325, -0.509, 0.785, 0.542, 0.617, 0.605, 0.054, 0.046, 0.066, 0.018, 0.080, 0.096, 0.047],
  "mol_weight_da": 253.976,
  "relative_energy_kj_mol": 159.4,
  "orbital_gap_ev": 9.76,
  "e_lumo_ev": 0.13
}